a.
{
  "formula": "C5H10N3",
  "method": "wB97M-V/def2-TZVPD",
  "multiplicity": 1,
  "total_charge": 1,
  "homo_energy_ev": -13.3426,
  "species": ["H", "H", "H", "C", "H", "H", "N", "H", "H", "H", "C", "H", "N", "C", "C", "N", "H", "C"],
  "coordinates": [[1.062, 0.141, 2.762], [1.452, -2.609, -0.504], [-0.363, 1.144, 0.747], [1.044, -1.721, -0.015], [-0.098, 2.353, -1.539], [-1.390, -0.933, -1.819], [1.530, -1.474, 1.282], [1.891, -2.221, 1.742], [-2.221, 0.954, 0.117], [-0.275, 0.157, -2.390], [-1.745, 1.042, -0.915], [-1.362, 3.117, -0.983], [0.255, 0.230, 0.771], [0.962, -0.330, 1.736], [-0.783, -0.081, -1.360], [-0.894, 2.288, -0.845], [-2.719, 1.289, -1.389], [0.152, -0.694, -0.313]]
}


b.
{
  "formula": "C5H10N3",
  "method": "wB97M-V/def2-TZVPD",
  "multiplicity": 1,
  "total_charge": 1,
  "homo_energy_ev": -13.9197,
  "species": ["C", "H", "N", "C", "C", "N", "H", "H", "H", "H", "H", "H", "C", "H", "H", "N", "H", "C"],
  "coordinates": [[1.576, 0.027, 0.173], [2.246, 0.622, -0.479], [-0.424, -0.830, -0.618], [-1.733, 1.225, -0.388], [0.161, -2.034, 0.030], [-0.726, 0.307, 0.224], [1.355, -1.188, -1.680], [-1.117, -0.959, -1.329], [-2.704, 0.961, -0.744], [0.136, -2.026, 1.145], [-1.423, 1.766, -1.340], [2.325, -0.386, 0.907], [1.041, -1.070, -0.665], [0.091, -3.110, -0.168], [-0.051, 2.205, 2.154], [0.728, 1.712, 1.599], [-1.956, 1.979, 0.381], [0.478, 0.799, 0.797]]
}


Most stable to least stable: a, b


a.
{
  "formula": "C5H10N3",
  "method": "wB97M-V/def2-TZVPD",
  "multiplicity": 1,
  "total_charge": 1,
  "homo_energy_ev": -12.0936,
  "species": ["N", "N", "H", "H", "C", "H", "N", "H", "C", "C", "H", "C", "H", "H", "H", "H", "C", "H"],
  "coordinates": [[1.273, 2.177, 0.603], [1.729, -1.267, -0.270], [-1.895, 1.100, 1.702], [1.434, -3.172, 0.679], [1.848, 1.198, 0.006], [1.853, 3.007, 0.562], [-1.830, -0.288, 0.098], [-0.779, -1.014, -1.486], [-0.944, -0.156, -0.876], [1.813, -2.528, -0.195], [-3.443, 0.518, 1.070], [-2.342, 0.880, 0.739], [2.348, -3.004, -1.043], [-2.404, 1.707, 0.060], [-0.849, 0.824, -1.339], [-1.974, -1.191, 0.597], [1.474, -0.099, -0.293], [2.690, 1.308, -0.614]]
}


b.
{
  "formula": "C5H10N3",
  "method": "wB97M-V/def2-TZVPD",
  "multiplicity": 1,
  "total_charge": 1,
  "homo_energy_ev": [-14.8650, -14.8640],
  "species": ["H", "C", "C", "H", "H", "N", "C", "H", "C", "H", "H", "N", "H", "N", "C", "H", "H", "H"],
  "coordinates": [[1.309, -1.146, 1.312], [1.002, -1.804, 0.531], [-0.456, 0.268, 0.016], [-0.110, -1.480, -1.308], [-1.895, 0.593, -1.547], [0.359, 1.201, 0.755], [-1.061, 1.170, -1.106], [-0.171, 1.342, -1.748], [1.651, 1.136, 0.553], [-1.291, 0.091, 0.802], [1.783, -2.324, 0.021], [2.094, 0.679, -0.602], [2.466, 1.590, 1.135], [1.400, -0.096, -1.273], [0.429, -0.844, -0.555], [-0.152, 1.776, 1.435], [-1.632, 1.902, -0.566], [0.351, -2.557, 0.904]]
}


Most stable to least stable: b, a


a.
{
  "formula": "C9H13NO",
  "method": "wB97M-V/def2-TZVPD",
  "multiplicity": 1,
  "homo_energy_ev": -8.7557,
  "species": ["H", "O", "H", "N", "H", "C", "C", "H", "H", "H", "H", "C", "H", "H", "C", "H", "C", "H", "C", "C", "C", "H", "C", "H"],
  "coordinates": [[-1.244, -0.673, 1.660], [1.554, -2.145, -0.002], [-0.173, -0.827, -2.096], [-0.147, -1.225, -1.206], [0.295, 3.831, 0.874], [-1.265, 2.670, 1.456], [-1.825, 1.425, 1.724], [-1.759, -0.680, 0.269], [2.719, -0.741, -2.284], [0.833, -0.288, 0.217], [-0.390, -1.636, 0.779], [1.186, -1.699, -1.028], [-1.905, 3.528, 1.708], [1.286, -1.853, -3.253], [2.033, -1.843, -2.255], [-2.686, 1.092, 2.194], [0.697, 1.816, 0.550], [2.812, -2.803, -1.982], [-1.138, -1.578, -0.094], [-0.069, 2.923, 1.047], [0.357, 0.596, 0.811], [-1.724, -2.524, -0.294], [-0.976, 0.396, 1.366], [1.530, 2.236, -0.159]]
}


b.
{
  "formula": "C9H13NO",
  "method": "wB97M-V/def2-TZVPD",
  "multiplicity": 1,
  "homo_energy_ev": -9.3296,
  "species": ["H", "H", "C", "H", "H", "H", "C", "H", "C", "H", "O", "C", "H", "C", "H", "H", "C", "C", "C", "H", "H", "N", "H", "C"],
  "coordinates": [[-2.320, 1.810, -0.764], [0.675, -0.075, -2.018], [-0.175, 0.172, 0.693], [-1.093, 2.500, -1.829], [-0.846, 2.719, -0.148], [0.018, 0.203, 2.861], [-0.503, 0.718, -0.642], [-0.892, -0.187, -2.532], [-0.778, 0.544, 2.100], [-1.417, -1.769, -0.556], [2.883, 0.497, -0.761], [-1.257, 1.986, -0.894], [-1.774, 0.003, 2.353], [0.277, -1.286, 0.506], [2.250, -1.979, -0.235], [-0.193, -1.961, 1.279], [-0.285, -0.290, -1.636], [1.978, 0.200, -0.019], [1.783, -1.175, 0.501], [-0.994, 1.529, 2.256], [2.193, -1.141, 1.537], [0.935, 1.029, 0.271], [-0.071, -2.417, -1.421], [-0.397, -1.628, -0.901]]
}


c.
{
  "formula": "C9H13NO",
  "method": "wB97M-V/def2-TZVPD",
  "multiplicity": 1,
  "homo_energy_ev": -6.0663,
  "species": ["H", "C", "C", "C", "H", "C", "H", "H", "C", "H", "N", "H", "H", "C", "H", "H", "C", "C", "C", "H", "H", "H", "O", "H"],
  "coordinates": [[-1.555, 2.296, 0.905], [2.414, -1.032, -0.319], [1.735, -1.247, 0.881], [-1.921, -1.908, -0.416], [0.659, -0.110, 2.376], [-1.890, 1.911, -0.061], [-2.457, -2.701, 0.045], [-1.748, -2.116, -1.503], [-1.456, 0.376, 0.061], [-3.164, -0.338, -0.985], [-2.492, -0.545, 0.025], [-0.916, -2.079, -0.011], [3.310, 0.215, -1.822], [1.112, 1.158, 0.683], [-2.977, 1.873, -0.131], [2.020, 2.174, -1.138], [1.088, -0.118, 1.362], [1.907, 1.302, -0.453], [2.586, 0.138, -0.964], [-1.229, 2.541, -0.765], [2.986, -1.869, -0.804], [0.471, 2.086, 1.059], [-0.268, 0.114, 0.462], [1.786, -2.119, 1.511]]
}


Most stable to least stable: b, a, c